The following is a quantum chemistry calculation of an isolated molecule of C4H4O2 at a distorted geometry, from the OMol25 dataset.

Computed properties:
HOMO level: -10.296 eV
Net charge: 0
SMILES: C#CC(=O)CO
2S+1: 1
DFT total energy: -8304.7837 eV
Energy above the lowest of the compared OMol25 structures with the same formula, charge and spin: 52.9 kcal per mole
Kohn-Sham gap: 10.06 eV
LUMO level: -0.009 Ha

Atoms and positions in Å:
C (2.4794, -0.4116, -0.3146)
C (1.3510, -0.0122, -0.2166)
C (0.0034, 0.4569, -0.1623)
O (-0.2882, 1.6408, -0.2649)
C (-1.1153, -0.4476, 0.2520)
O (-2.2592, 0.2895, 0.0394)
H (3.4815, -0.7565, -0.4143)
H (-0.7509, -0.4686, 1.3045)
H (-1.1019, -1.4919, -0.0964)
H (-1.7998, 1.2012, -0.1268)

Löwdin atomic charge list, values in e, 2 entries: atom 1 (C): 0.176, atom 2 (C): -0.021

The following is a quantum chemistry calculation of an isolated molecule of C4H4O2, from the OMol25 dataset.

Computed properties:
HOMO level: -9.442 eV
Net charge: 0
SMILES: C=C=C(O)C=O
2S+1: 1
DFT total energy: -8305.5697 eV
Energy above the lowest of the compared OMol25 structures with the same formula, charge and spin: 34.8 kcal per mole
Kohn-Sham gap: 9.66 eV
LUMO level: 0.008 Ha

Atoms and positions in Å:
C (2.0065, -0.4663, 0.4526)
C (0.8958, 0.0861, 0.0610)
C (-0.3381, 0.4984, -0.1318)
O (-0.7511, 1.7864, -0.1142)
C (-1.3852, -0.5190, -0.3612)
O (-2.5250, -0.1811, -0.6065)
H (2.0769, -0.7135, 1.5083)
H (2.8470, -0.6984, -0.1971)
H (-1.6999, 1.7492, -0.3313)
H (-1.0775, -1.5750, -0.2578)

Löwdin atomic charge list, values in e, 2 entries: atom 1 (C): 0.038, atom 2 (C): -0.009

The following is a quantum chemistry calculation of an isolated molecule of C4H4O2S at a distorted geometry, from the OMol25 dataset.

Computed properties:
HOMO level (alpha / beta): -6.613 / -10.614 eV
Net charge: 0
2S+1: 3
DFT total energy: -19133.2891 eV
Energy above the lowest of the compared OMol25 structures with the same formula, charge and spin: 130.1 kcal per mole
Kohn-Sham gap (alpha / beta): 6.78 / 7.27 eV
LUMO level (alpha / beta): 0.006 / -0.123 Ha

Atoms and positions in Å:
C (-2.3092, 1.7099, -0.0066)
C (-1.6949, 1.4529, 0.9691)
C (1.5789, -0.0939, 0.6149)
C (0.3484, -0.6077, 0.6213)
O (-1.4403, -0.3878, 2.7739)
O (0.2208, 1.6144, 2.6512)
S (-0.6257, 0.5760, 2.0240)
H (-3.0893, 1.9541, -0.7568)
H (2.4791, -0.5297, 0.0882)
H (1.7474, 0.8798, 1.0764)
H (-0.0736, -1.5085, 0.2346)

Löwdin atomic charge list, values in e, 2 entries: atom 1 (C): 0.096, atom 2 (C): -0.213

The following is a quantum chemistry calculation of a structure of composition C4H4O2Tl at a distorted geometry, from the OMol25 dataset.

Computed properties:
HOMO level (alpha / beta): -8.249 / -8.281 eV
Net charge: 0
2S+1: 2
DFT total energy: -12995.9071 eV
Kohn-Sham gap (alpha / beta): 8.14 / 6.27 eV
LUMO level (alpha / beta): -0.004 / -0.074 Ha

Atoms and positions in Å:
O (-0.7525, -1.7929, -1.4416)
C (-0.9634, -0.7016, -0.7335)
H (-1.8116, -0.7275, -0.0225)
C (-0.1291, 0.3805, -0.7121)
C (0.0581, 1.1571, 0.5478)
C (0.9055, 0.3791, 1.6022)
O (1.3558, -0.7428, 1.2261)
Tl (1.0649, -1.8659, -0.4736)
H (0.6622, 0.4358, -1.4753)
H (-0.9044, 1.3279, 1.0663)
H (0.5145, 2.1503, 0.4162)

Löwdin atomic charge list, values in e, 2 entries: atom 1 (O): -0.319, atom 2 (C): -0.433

The following is a quantum chemistry calculation of an isolated molecule of C4H4O3, from the OMol25 dataset.

Computed properties:
HOMO level: -10.096 eV
Net charge: 0
SMILES: O=CC(C=O)=CO
2S+1: 1
DFT total energy: -10354.3776 eV
Energy above the lowest of the compared OMol25 structures with the same formula, charge and spin: 19.2 kcal per mole
Kohn-Sham gap: 9.69 eV
LUMO level: -0.015 Ha

Atoms and positions in Å:
O (1.2099, -1.5653, 0.9489)
C (0.6855, -0.4614, 1.0956)
C (-0.0458, 0.2213, 0.0493)
C (-0.4111, 1.6363, 0.1668)
O (-1.0357, 2.2590, -0.6673)
C (-0.4206, -0.4812, -1.0677)
O (-0.1091, -1.7278, -1.3033)
H (0.7236, 0.0270, 2.0867)
H (-0.0404, 2.1376, 1.0872)
H (-1.0425, -0.0194, -1.8328)
H (0.4862, -2.0260, -0.5633)

Löwdin atomic charge list, values in e, 2 entries: atom 1 (O): 0.019, atom 2 (C): -0.197

The following is a quantum chemistry calculation of an isolated molecule of C4H4O3, from the OMol25 dataset.

Computed properties:
HOMO level: -10.058 eV
Net charge: 0
SMILES: O=CC(C=O)=CO
2S+1: 1
DFT total energy: -10354.1587 eV
Energy above the lowest of the compared OMol25 structures with the same formula, charge and spin: 24.3 kcal per mole
Kohn-Sham gap: 9.72 eV
LUMO level: -0.012 Ha

Atoms and positions in Å:
O (-1.1240, -1.8838, 0.1659)
C (-0.0178, -1.3623, 0.2080)
C (0.2173, 0.0500, -0.0802)
C (1.4778, 0.4975, -0.6827)
O (1.7552, 1.6519, -0.9343)
C (-0.7544, 0.9571, 0.2269)
O (-1.9468, 0.6615, 0.6957)
H (0.8436, -1.9553, 0.5650)
H (2.1712, -0.3259, -0.9595)
H (-0.5711, 2.0261, 0.1347)
H (-2.0510, -0.3168, 0.6604)

Löwdin atomic charge list, values in e, 2 entries: atom 1 (O): 0.033, atom 2 (C): -0.206

The following is a quantum chemistry calculation of an isolated molecule of C4H4O3, from the OMol25 dataset.

Computed properties:
HOMO level: -10.590 eV
Net charge: 0
SMILES: O=C1OC[C@@]12CO2
2S+1: 1
DFT total energy: -10353.1348 eV
Energy above the lowest of the compared OMol25 structures with the same formula, charge and spin: 47.9 kcal per mole
Kohn-Sham gap: 11.39 eV
LUMO level: 0.030 Ha

Atoms and positions in Å:
O (2.4347, 0.7675, -0.0641)
C (1.3052, 0.5791, 0.2565)
O (0.5502, 1.3638, 1.0904)
C (-0.5798, 0.4581, 1.0794)
C (0.0726, -0.3257, -0.0281)
C (-0.4286, -0.7578, -1.3336)
O (-0.1673, -1.6748, -0.2713)
H (-1.5245, 0.9442, 0.8462)
H (-0.6249, -0.0894, 2.0254)
H (0.2912, -0.8454, -2.1431)
H (-1.4646, -0.5943, -1.6339)

Löwdin atomic charge list, values in e, 2 entries: atom 1 (O): 0.163, atom 2 (C): -0.368

The following is a quantum chemistry calculation of an isolated molecule of C4H4O3, from the OMol25 dataset.

Computed properties:
HOMO level: -9.816 eV
Net charge: 0
SMILES: CC(=O)C(=O)C=O
2S+1: 1
DFT total energy: -10353.7132 eV
Energy above the lowest of the compared OMol25 structures with the same formula, charge and spin: 34.6 kcal per mole
Kohn-Sham gap: 8.68 eV
LUMO level: -0.042 Ha

Atoms and positions in Å:
C (0.4436, 1.3233, 0.3316)
C (-0.8314, 0.5146, 0.3754)
O (-1.9314, 0.9425, 0.6153)
C (-0.6735, -1.0223, 0.1057)
O (-1.4401, -1.8497, 0.5301)
C (0.4730, -1.4213, -0.8201)
O (0.7102, -0.7484, -1.7943)
H (1.0127, 1.1599, 1.2565)
H (0.2430, 2.3894, 0.2172)
H (1.0544, 0.9805, -0.5027)
H (1.0397, -2.3347, -0.5680)

Löwdin atomic charge list, values in e, 2 entries: atom 1 (C): -0.003, atom 2 (C): -0.347